Computed, not measured: C36H38BaN6O5PS as an isolated structure, with wB97M-V/def2-TZVPD.

The geometry in XYZ format:
```
88
Properties=species:S:1:pos:R:3
Ba 0.26 1.23 -1.13
C 3.40 1.13 -2.85
N 2.65 -0.07 -2.52
C 3.40 -1.13 -1.82
C 2.92 -1.50 -0.45
N 1.81 -2.14 -0.21
C 1.81 -2.33 1.18
C 0.88 -2.94 2.01
C 1.12 -2.93 3.37
C 2.25 -2.31 3.91
C 3.20 -1.72 3.10
C 2.96 -1.76 1.73
N 3.70 -1.29 0.66
C 3.22 2.29 -1.89
N 2.18 3.08 -1.88
C 2.42 3.99 -0.86
C 1.59 4.99 -0.34
C 2.04 5.68 0.76
C 3.29 5.40 1.34
C 4.12 4.43 0.84
C 3.65 3.73 -0.27
N 4.17 2.66 -0.98
H 3.05 1.48 -3.82
H 4.48 0.94 -2.94
H 2.26 -0.44 -3.38
H 4.46 -0.84 -1.76
H 3.36 -2.03 -2.43
H -0.02 -3.40 1.61
H 0.39 -3.38 4.04
H 2.39 -2.29 4.98
H 4.07 -1.21 3.51
H 4.31 -0.50 0.76
H 0.62 5.19 -0.78
H 1.41 6.43 1.22
H 3.59 5.93 2.24
H 5.05 4.17 1.32
H 4.90 2.06 -0.65
O 2.89 3.56 4.36
C 2.34 3.03 3.43
C 0.88 3.19 3.02
O 0.06 3.89 3.59
C 0.68 2.38 1.80
C 1.91 1.72 1.49
O 2.13 0.95 0.48
C 2.95 2.08 2.44
O 4.12 1.70 2.39
O -0.40 2.31 1.13
C -5.23 -0.75 -0.91
C -3.90 -0.09 -1.28
C -3.85 0.22 -2.78
C -3.80 1.24 -0.52
P -2.35 -1.04 -0.79
C -2.71 -1.41 0.97
C -2.19 -0.50 1.89
C -2.44 -0.63 3.25
C -3.20 -1.70 3.71
C -3.72 -2.62 2.81
C -3.49 -2.47 1.45
C -2.27 -2.67 -1.74
C -1.65 -2.32 -3.10
C -3.57 -3.44 -1.96
C -1.26 -3.57 -1.01
H -6.05 -0.08 -1.18
H -5.30 -0.93 0.16
H -5.39 -1.69 -1.43
H -4.63 0.95 -3.02
H -4.04 -0.67 -3.38
H -2.89 0.64 -3.08
H -4.65 1.87 -0.79
H -2.89 1.79 -0.77
H -3.82 1.11 0.56
H -1.59 0.33 1.55
H -2.03 0.09 3.94
H -3.39 -1.81 4.77
H -4.32 -3.45 3.16
H -3.93 -3.18 0.76
H -2.25 -1.62 -3.68
H -1.54 -3.24 -3.68
H -0.66 -1.88 -2.98
H -4.27 -2.89 -2.59
H -4.08 -3.71 -1.03
H -3.33 -4.37 -2.49
H -0.31 -3.06 -0.86
H -1.07 -4.45 -1.64
H -1.63 -3.93 -0.05
S 1.07 -0.63 -5.61
C 0.14 0.26 -4.57
N -0.47 0.87 -3.79
```

Results
* energy above the lowest of the compared OMol25 structures with the same formula, charge and spin: 0.057 eV
* E_LUMO: 2.17 eV
* HOMO energy: -4.479 eV
* max |F|: 0.9 eV/A
* total charge: -1
* total energy: -2864.69555 Ha